# 1
A gas-phase ion, C3H11N4 (charge +1). Source: OMol25; level of theory: ωB97M-V/def2-TZVPD.

The geometry in XYZ format:
```
18
Properties=species:S:1:pos:R:3:lowdin_charge:R:1
C 1.472 -0.130 0.032 -0.574
C -1.323 0.938 -0.795 0.022
C -1.898 -1.082 0.439 0.013
N 0.311 -0.682 -0.148 0.174
N 2.536 -0.839 -0.373 0.200
N 1.717 1.100 0.567 0.116
N -0.881 -0.029 0.235 -0.216
H -1.448 0.402 -1.735 0.116
H -2.266 1.397 -0.507 0.113
H -0.565 1.708 -0.931 0.102
H -1.999 -1.644 -0.487 0.113
H -1.559 -1.763 1.218 0.111
H -2.852 -0.642 0.719 0.111
H 2.370 -1.691 -0.881 0.114
H 3.455 -0.436 -0.395 0.118
H 1.042 1.569 1.146 0.084
H 2.673 1.343 0.766 0.101
H -0.784 0.482 1.130 0.182
```

## Properties
**E_tot**: -9237.3786 eV
**Multiplicity**: 3
**Energy above the lowest of the compared OMol25 structures with the same formula, charge and spin**: 40.78 kcal/mol
**Gap between HOMO and LUMO (alpha / beta)**: 4.84 / 6.91 eV
**HOMO (alpha / beta)**: -0.289 / -0.501 hartree
**⟨S²⟩**: 2.007
**Strongest force on any atom**: 0.151 hartree/bohr
**Net charge**: +1

# 2
A molecular structure, C15H12BF3FeO4. Source: OMol25; level of theory: ωB97M-V/def2-TZVPD.

The geometry in XYZ format:
```
36
Properties=species:S:1:pos:R:3:lowdin_charge:R:1
C 4.839 -0.090 3.765 0.034
C 3.431 -0.132 4.086 -0.235
C 2.779 -0.069 5.298 0.075
C 1.397 -0.203 4.997 0.090
C 1.281 -0.360 3.627 0.018
B -0.066 -0.750 2.783 -0.997
F -0.961 -1.394 3.619 0.169
F -0.505 0.585 2.465 0.073
F 0.419 -1.563 1.743 0.121
O 2.529 -0.321 3.079 0.127
H 5.412 0.041 4.681 0.107
H 5.170 -1.026 3.310 0.119
H 5.095 0.739 3.101 0.116
H 3.238 0.036 6.276 0.144
H 0.601 -0.195 5.731 0.148
O -3.739 1.357 -7.296 0.240
C -3.087 1.075 -6.376 -0.057
Fe -2.309 0.718 -4.831 0.453
C -2.731 2.234 -4.001 -0.136
O -3.111 3.191 -3.436 0.227
C -3.853 0.470 -3.997 -0.131
O -4.806 0.311 -3.336 0.236
C -0.675 -0.158 -0.184 0.056
C -1.057 -1.394 -0.664 0.061
C -1.284 -1.825 -1.972 0.037
C -1.068 -1.179 -3.176 -0.017
C -0.661 0.159 -3.358 -0.119
C -0.354 1.090 -2.329 0.010
C -0.336 0.955 -0.955 0.057
H -0.873 0.068 0.848 0.093
H -1.271 -2.152 0.103 0.152
H -1.693 -2.841 -2.042 0.149
H -1.245 -1.764 -4.088 0.140
H -0.351 0.471 -4.400 0.141
H -0.103 2.088 -2.718 0.142
H -0.053 1.830 -0.350 0.156
```

## Properties
**E_tot**: -67137.2912 eV
**Multiplicity**: 5
**Energy above the lowest of the compared OMol25 structures with the same formula, charge and spin**: 0.00 kcal/mol
**Gap between HOMO and LUMO (alpha / beta)**: 5.67 / 6.33 eV
**HOMO (alpha / beta)**: -0.540 / -0.582 hartree
**⟨S²⟩**: 6.061
**Strongest force on any atom**: 0.176 hartree/bohr
**Net charge**: +2

# 3
A molecular structure, C6H10O. Source: OMol25; level of theory: ωB97M-V/def2-TZVPD.

The geometry in XYZ format:
```
17
Properties=species:S:1:pos:R:3:lowdin_charge:R:1
C 1.821 0.534 -0.843 0.034
C 0.270 0.100 0.156 -0.556
C 0.142 -1.391 0.372 -0.065
C -1.369 -1.153 0.039 -0.145
C -1.063 0.281 -0.486 -0.179
C -1.168 1.379 0.572 -0.102
O 0.203 1.078 1.106 -0.018
H 2.443 0.376 0.039 0.090
H 2.106 -0.165 -1.632 0.081
H 1.904 1.580 -1.151 0.087
H 0.672 -1.988 -0.377 0.115
H 0.410 -1.737 1.374 0.117
H -1.993 -1.169 0.945 0.105
H -1.796 -1.863 -0.677 0.090
H 0.520 0.481 -1.039 0.129
H -1.917 1.233 1.360 0.114
H -1.184 2.424 0.242 0.104
```

## Properties
**E_tot**: -8424.3228 eV
**Multiplicity**: 1
**Energy above the lowest of the compared OMol25 structures with the same formula, charge and spin**: 159.52 kcal/mol
**Gap between HOMO and LUMO**: 8.02 eV
**HOMO**: -0.262 hartree
**Strongest force on any atom**: 0.009 hartree/bohr